1.
The following is a DFT calculation (wB97M-V/def2-TZVPD) of a cluster of 2 separate species, C5H14N2OP in total in a non-equilibrium geometry.

Each line ends with the natural charge from an NBO analysis.
Element x y z (Å)
C (-0.063, 0.262, -0.810)  0.590
C (-0.039, 1.386, -1.826)  -0.704
C (-2.225, -0.539, -1.604)  -0.412
C (-0.860, -1.973, -0.305)  -0.464
C (2.451, 1.516, 2.723)  -0.618
N (-1.015, -0.690, -0.790)  -0.340
N (0.866, 0.183, 0.156)  -0.890
O (-0.414, -0.523, 2.406)  -1.062
P (0.860, -0.434, 1.834)  1.643
H (0.830, 2.021, -1.819)  0.261
H (-0.197, 0.888, -2.916)  0.267
H (-0.766, 2.139, -1.576)  0.274
H (-2.659, 0.469, -1.614)  0.237
H (-1.854, -0.791, -2.658)  0.221
H (-2.763, -1.301, -1.057)  0.237
H (0.163, -2.364, -0.003)  0.241
H (-1.373, -1.964, 0.682)  0.252
H (-1.410, -2.657, -1.048)  0.241
H (2.209, 2.405, 2.085)  0.209
H (2.004, 1.739, 3.720)  0.227
H (3.503, 1.132, 2.761)  0.228
H (1.571, 0.868, -0.054)  0.423
H (1.181, -1.771, 1.713)  -0.061

Computed properties:
E ... -19719.001 eV
Charge ... +1
Energy relative to the best compared isomer or geometry (same formula, charge and spin) ... 322.5 kJ/mol
HOMO-LUMO gap (spin up / spin down) ... 0.3181 / 0.3182 hartree
Max |F| ... 6.310 eV/Å
Multiplicity ... 1

***

2.
The following is a DFT calculation (wB97M-V/def2-TZVPD) of a cluster of 4 separate species, C5H14N2S in total in a non-equilibrium geometry.

Each line ends with the natural charge from an NBO analysis.
Element x y z (Å)
C (1.118, 0.863, 0.095)  -0.274
N (-0.160, 0.339, -0.384)  -0.640
C (-1.079, -0.134, 0.670)  -0.064
C (-0.773, -1.514, 1.157)  -0.676
S (-3.574, 0.527, -0.853)  -0.218
C (2.355, 0.000, 0.148)  0.087
N (2.273, -1.226, 0.634)  -0.794
C (3.563, 0.579, -0.335)  -0.262
H (1.002, 1.238, 1.147)  0.185
H (1.340, 1.785, -0.437)  0.207
H (-0.581, 0.947, -1.066)  0.391
H (-2.101, -0.092, 0.176)  0.143
H (-1.270, 0.726, 1.317)  0.200
H (0.124, -1.915, 0.697)  0.292
H (-1.567, -2.174, 0.767)  0.229
H (-0.886, -1.662, 2.227)  0.225
H (1.598, -0.907, -2.315)  0.035
H (3.093, -1.675, 0.217)  0.316
H (1.777, -0.229, -2.571)  -0.033
H (2.787, 0.864, 1.624)  0.227
H (4.564, 0.185, -0.263)  0.221
H (3.424, 1.580, -0.752)  0.202

Computed properties:
E ... -19216.790 eV
Energy relative to the best compared isomer or geometry (same formula, charge and spin) ... 1013.8 kJ/mol
HOMO-LUMO gap ... 0.2098 hartree
Max |F| ... 3.862 eV/Å
Multiplicity ... 1

***

3.
The following is a DFT calculation (wB97M-V/def2-TZVPD) of the molecule C5H14N2S.

Each line ends with the natural charge from an NBO analysis.
Element x y z (Å)
C (0.192, -2.484, 1.981)  -0.411
N (0.709, -1.542, 1.007)  -0.445
C (1.903, -2.075, 0.392)  -0.411
C (-0.311, -1.162, 0.024)  -0.229
C (-0.609, 0.349, 0.023)  -0.084
N (-2.035, 0.678, 0.043)  -0.853
C (0.041, 0.992, -1.206)  -0.506
S (0.110, 2.805, -1.076)  -0.060
H (0.940, -2.684, 2.753)  0.202
H (-0.668, -2.063, 2.526)  0.200
H (-0.114, -3.428, 1.510)  0.163
H (2.267, -1.421, -0.405)  0.199
H (2.717, -2.112, 1.116)  0.200
H (1.785, -3.087, -0.006)  0.163
H (-1.240, -1.721, 0.225)  0.186
H (-0.027, -1.518, -0.967)  0.190
H (-0.131, 0.786, 0.893)  0.204
H (-2.646, -0.129, 0.013)  0.358
H (-2.280, 1.196, 0.876)  0.369
H (-0.495, 0.699, -2.101)  0.223
H (1.090, 0.714, -1.278)  0.212
H (-0.979, 3.138, -1.769)  0.129

Computed properties:
E ... -19226.765 eV
SMILES ... CN(C)C[C@H](N)CS
Energy relative to the best compared isomer or geometry (same formula, charge and spin) ... 51.3 kJ/mol
HOMO-LUMO gap ... 0.3506 hartree
Max |F| ... 0.731 eV/Å
Multiplicity ... 1

***

4.
The following is a DFT calculation (wB97M-V/def2-TZVPD) of a cluster of 2 separate species, C5H14N2S in total.

Each line ends with the natural charge from an NBO analysis.
Element x y z (Å)
C (0.537, 0.698, -3.481)  -0.512
C (-0.328, 0.694, -2.469)  0.007
N (-0.541, -0.361, -1.586)  -0.628
C (-1.897, -0.588, -1.108)  -0.405
H (1.127, -0.174, -3.732)  0.192
H (0.672, 1.586, -4.080)  0.209
H (-0.903, 1.577, -2.217)  0.187
H (-0.086, -1.215, -1.884)  0.376
H (-1.870, -1.234, -0.232)  0.204
H (-2.328, 0.367, -0.807)  0.198
H (-2.535, -1.043, -1.872)  0.181
N (1.631, -0.318, 0.673)  -0.850
C (1.393, 0.253, 1.993)  -0.228
C (0.086, -0.291, 2.550)  -0.504
S (-0.108, 0.337, 4.253)  -0.061
H (0.966, 0.054, 0.003)  0.376
H (2.564, -0.088, 0.336)  0.359
H (1.336, 1.350, 1.990)  0.167
H (2.206, -0.033, 2.662)  0.192
H (-0.754, 0.044, 1.943)  0.203
H (0.128, -1.378, 2.560)  0.217
H (-1.295, -0.238, 4.505)  0.123

Computed properties:
E ... -19226.558 eV
SMILES ... C=CNC.NCCS
Energy relative to the best compared isomer or geometry (same formula, charge and spin) ... 71.3 kJ/mol
HOMO-LUMO gap ... 0.3411 hartree
Max |F| ... 0.306 eV/Å
Multiplicity ... 1

***

5.
The following is a DFT calculation (wB97M-V/def2-TZVPD) of a cluster of 2 separate species, C5H14N3 in total in a non-equilibrium geometry.

Each line ends with the natural charge from an NBO analysis.
Element x y z (Å)
C (1.447, 0.455, 1.573)  -0.511
C (0.349, 0.211, 0.831)  0.319
C (-0.447, 2.532, 0.803)  -0.417
C (-1.291, -1.570, 0.328)  -0.428
C (0.992, -1.152, -1.607)  0.087
N (0.046, -0.600, -2.402)  -0.712
N (-0.592, 1.146, 0.466)  -0.610
N (0.091, -1.149, 0.357)  -0.528
H (2.068, -0.374, 1.783)  0.215
H (1.625, 1.446, 1.869)  0.228
H (0.612, 2.848, 0.754)  0.190
H (-1.159, 3.103, 0.294)  0.225
H (-0.667, 2.686, 1.855)  0.216
H (-1.337, -2.717, 0.173)  0.223
H (-1.721, -1.358, 1.326)  0.237
H (-1.860, -1.154, -0.432)  0.202
H (1.816, -0.620, -1.079)  0.255
H (1.096, -2.171, -1.861)  0.216
H (-0.694, -1.188, -2.837)  0.428
H (-0.166, 0.337, -2.360)  0.397
H (-0.848, 1.142, -0.535)  0.361
H (0.641, -1.855, 0.703)  0.405

Computed properties:
E ... -9873.755 eV
Charge ... +1
Energy relative to the best compared isomer or geometry (same formula, charge and spin) ... 329.1 kJ/mol
HOMO-LUMO gap ... 0.3075 hartree
Max |F| ... 3.723 eV/Å
Multiplicity ... 1

***

6.
The following is a DFT calculation (wB97M-V/def2-TZVPD) of a cluster of 2 separate species, C5H14N3 in total.

Each line ends with the natural charge from an NBO analysis.
Element x y z (Å)
C (1.601, -1.561, -0.709)  -0.632
C (1.106, -1.554, 0.723)  -0.233
C (-1.186, -1.227, 1.518)  0.136
N (-0.348, -1.806, 0.761)  -0.365
H (1.330, -2.484, -1.226)  0.227
H (1.162, -0.740, -1.269)  0.236
H (2.686, -1.484, -0.724)  0.253
H (1.582, -2.319, 1.334)  0.241
H (1.279, -0.593, 1.204)  0.221
H (-2.230, -1.518, 1.497)  0.236
H (-0.854, -0.427, 2.165)  0.222
H (-0.710, -2.422, 0.035)  0.446
C (0.319, 2.680, 0.186)  -0.412
N (-0.150, 1.973, -0.996)  -0.603
C (-1.344, 1.307, -0.961)  0.283
N (-1.550, 0.214, -1.574)  -0.751
H (1.321, 3.054, 0.010)  0.228
H (-0.326, 3.522, 0.411)  0.218
H (0.359, 2.038, 1.080)  0.156
H (0.577, 1.538, -1.543)  0.389
H (-2.092, 1.851, -0.382)  0.154
H (-2.532, -0.042, -1.541)  0.350

Computed properties:
E ... -9874.893 eV
Charge ... +1
Energy relative to the best compared isomer or geometry (same formula, charge and spin) ... 219.4 kJ/mol
HOMO-LUMO gap ... 0.2787 hartree
Max |F| ... 0.681 eV/Å
Multiplicity ... 1